# 1
This record from the OMol25 dataset describes the molecule C23H26FN3O2. The level of theory is the ωB97M-V functional and the def2-TZVPD basis.

Output
LUMO ... 0.46 eV
ΔE to the lowest compared entry with this formula, charge and spin ... 0.2 kcal/mol
Orbital gap ... 0.3143 Ha
Molar mass ... 395.478 u
SMILES ... O=C1C[C@@H](C(=O)N2CCN(c3ccc(F)cc3)CC2)CN1CCc1ccccc1
Multiplicity ... 1

Cartesian coordinates (Å):
O: -4.124 -2.783 -1.357
C: -3.427 -2.205 -0.551
C: -1.914 -2.037 -0.643
C: -1.501 -1.265 0.619
C: -0.768 0.038 0.284
O: -1.237 1.127 0.553
N: 0.414 -0.078 -0.364
C: 1.199 -1.269 -0.578
C: 2.498 -1.203 0.241
N: 3.225 -0.011 -0.128
C: 4.609 0.037 -0.002
C: 5.323 1.046 -0.658
C: 6.700 1.100 -0.603
C: 7.384 0.128 0.105
F: 8.735 0.173 0.158
C: 6.713 -0.887 0.757
C: 5.332 -0.927 0.706
C: 2.440 1.182 0.115
C: 1.154 1.121 -0.707
C: -2.821 -0.961 1.349
N: -3.849 -1.619 0.581
C: -5.247 -1.469 0.908
C: -5.952 -0.483 -0.041
C: -5.208 0.820 -0.103
C: -4.301 1.061 -1.127
C: -3.564 2.231 -1.155
C: -3.726 3.177 -0.158
C: -4.632 2.948 0.864
C: -5.367 1.777 0.892
H: -1.454 -3.023 -0.721
H: -1.685 -1.487 -1.557
H: -0.854 -1.871 1.258
H: 1.459 -1.324 -1.642
H: 0.644 -2.163 -0.309
H: 2.249 -1.216 1.315
H: 3.098 -2.082 0.002
H: 4.795 1.789 -1.235
H: 7.247 1.878 -1.111
H: 7.268 -1.631 1.307
H: 4.822 -1.712 1.241
H: 2.171 1.251 1.183
H: 3.010 2.070 -0.150
H: 1.396 1.092 -1.774
H: 0.518 1.981 -0.493
H: -2.819 -1.343 2.376
H: -2.987 0.123 1.376
H: -5.728 -2.448 0.825
H: -5.312 -1.120 1.941
H: -5.989 -0.937 -1.032
H: -6.972 -0.331 0.315
H: -4.173 0.321 -1.905
H: -2.859 2.404 -1.954
H: -3.147 4.087 -0.175
H: -4.763 3.684 1.645
H: -6.071 1.601 1.693

Force components x, y, z for each atom (eV/Å):
O -0.2937 -0.1344 -0.3512
C 0.4770 -0.1120 0.0807
C -0.0730 -0.1004 -0.0540
C -0.0669 0.2015 0.0469
C -0.2119 -0.2729 0.2048
O -0.0853 0.1673 0.1200
N 0.3537 0.1759 -0.2722
C 0.2079 -0.2893 0.2317
C -0.1209 -0.1021 -0.2735
N -0.4222 -0.1160 -0.1659
C 0.4852 -0.0527 0.0539
C -0.0667 -0.0798 0.1214
C 0.2091 -0.1018 0.1480
C -0.1151 -0.0925 0.0518
F -0.0842 0.0027 -0.0121
C 0.3599 0.2043 -0.1416
C -0.2649 0.1504 -0.0458
C -0.1970 0.1141 -0.1656
C 0.0396 0.4111 0.2020
C 0.1223 0.3735 0.3886
N 0.0005 0.0241 0.1528
C -0.2873 -0.1466 -0.2610
C 0.1504 -0.0860 0.1474
C -0.1676 -0.0162 -0.0648
C -0.0313 0.0017 0.0118
C 0.0061 0.0795 -0.0492
C 0.0291 0.0812 -0.0466
C 0.0203 0.0780 0.0874
C 0.0002 -0.0436 -0.0354
H -0.0346 0.0264 -0.0544
H -0.0032 -0.0569 -0.0403
H -0.0356 0.0195 -0.0685
H -0.0107 -0.0875 0.0710
H -0.0304 0.0080 -0.0205
H 0.0298 -0.0660 -0.0080
H -0.0177 0.0126 0.0509
H -0.0599 0.0454 -0.0826
H 0.0729 0.0689 -0.0527
H 0.0789 -0.0616 0.0480
H -0.0775 -0.0621 0.0411
H 0.0209 0.0662 -0.0308
H -0.0274 -0.0233 0.0239
H 0.0293 0.0284 0.0367
H 0.1034 -0.0996 -0.0717
H 0.0352 0.0364 -0.0599
H 0.0348 -0.2234 0.0646
H 0.0076 0.0846 0.1064
H -0.0050 -0.0528 -0.0309
H -0.0698 -0.0022 0.0355
H -0.0354 -0.0205 -0.0416
H -0.0117 -0.0956 -0.1061
H 0.0745 0.0094 -0.0569
H 0.0568 0.0770 0.0026
H -0.0111 0.0632 0.0528
H -0.0872 -0.0137 0.0810

# 2
This record from the OMol25 dataset describes a structure of composition C23H26FN4O5PtS2. The level of theory is the ωB97M-V functional and the def2-TZVPD basis.

Output
LUMO ... 2.10 eV
ΔE to the lowest compared entry with this formula, charge and spin ... 15.5 kcal/mol
Orbital gap ... 0.2686 Ha
Molar mass ... 716.694 u
Net charge ... -1
Multiplicity ... 1

Cartesian coordinates (Å):
Pt: 1.042 0.670 -0.261
F: -3.958 3.036 3.431
C: -2.854 2.364 3.016
C: -3.009 1.258 2.206
C: -1.875 0.581 1.785
C: -0.600 1.005 2.161
C: 0.614 0.288 1.674
C: -0.490 2.120 2.989
C: -1.613 2.812 3.422
H: -3.998 0.937 1.908
H: -1.987 -0.286 1.143
H: 0.491 -0.792 1.756
H: 1.507 0.597 2.223
H: 0.496 2.460 3.281
H: -1.535 3.683 4.058
O: 8.755 -1.992 -0.130
C: 7.954 -1.039 0.418
O: 8.456 -0.172 1.080
C: 6.497 -1.150 0.148
C: 5.895 -2.282 -0.403
C: 4.535 -2.319 -0.636
C: 3.723 -1.221 -0.332
S: 2.001 -1.349 -0.654
C: 4.325 -0.089 0.234
C: 5.686 -0.063 0.471
H: 8.230 -2.565 -0.700
H: 6.467 -3.176 -0.634
H: 4.082 -3.210 -1.053
H: 3.710 0.768 0.480
H: 6.148 0.811 0.910
C: 0.533 5.722 2.632
C: 1.048 5.985 1.223
C: 0.492 5.032 0.166
C: 1.005 5.424 -1.254
C: 2.498 5.221 -1.477
C: -1.014 5.162 0.068
O: -1.615 6.199 0.259
N: -1.650 4.028 -0.354
C: -1.060 2.783 -0.614
O: -1.748 1.944 -1.174
N: 0.217 2.580 -0.196
C: 0.933 3.588 0.404
O: 1.963 3.363 1.014
H: 0.927 6.468 3.325
H: 0.852 4.740 2.981
H: -0.556 5.774 2.670
H: 2.134 5.901 1.214
H: 0.783 6.999 0.916
H: 0.735 6.473 -1.403
H: 0.450 4.845 -1.998
H: 3.096 5.787 -0.762
H: 2.768 5.558 -2.479
H: 2.779 4.172 -1.384
H: -2.636 4.090 -0.559
N: -0.835 -2.994 -1.857
C: -1.719 -2.040 -1.420
N: -1.549 -0.821 -1.946
S: -2.943 -2.421 -0.344
H: 0.122 -2.688 -1.996
H: -0.906 -3.852 -1.334
H: -0.700 -0.630 -2.457
H: -1.964 -0.014 -1.498

Force components x, y, z for each atom (eV/Å):
Pt 0.0673 -0.0196 -0.0139
F -0.0024 0.0020 0.0008
C 0.0138 0.0021 0.0029
C -0.0159 0.0012 0.0014
C 0.0038 -0.0041 0.0003
C -0.0052 0.0053 0.0105
C 0.0107 -0.0380 -0.0036
C -0.0015 -0.0051 -0.0062
C -0.0047 -0.0022 -0.0022
H 0.0050 -0.0041 -0.0030
H -0.0009 0.0028 0.0045
H 0.0076 -0.0009 -0.0057
H 0.0022 -0.0005 -0.0021
H 0.0040 0.0027 -0.0018
H -0.0037 -0.0003 -0.0002
O 0.0124 0.0081 -0.0122
C -0.0101 -0.0214 0.0449
O -0.0002 0.0063 -0.0102
C 0.0147 0.0097 -0.0112
C -0.0084 -0.0116 -0.0029
C 0.0164 0.0142 0.0118
C -0.0168 0.0095 -0.0018
S -0.0351 0.0208 -0.0118
C 0.0205 -0.0275 -0.0033
C -0.0144 0.0035 -0.0105
H -0.0057 0.0014 -0.0084
H 0.0017 0.0005 0.0026
H -0.0046 -0.0006 -0.0021
H -0.0082 0.0011 -0.0043
H 0.0021 -0.0008 0.0005
C 0.0001 0.0015 -0.0010
C -0.0040 0.0016 0.0045
C 0.0001 0.0109 -0.0085
C -0.0020 0.0047 0.0003
C -0.0012 0.0032 0.0008
C 0.0380 0.0177 0.0198
O -0.0023 -0.0139 -0.0065
N -0.0143 -0.0011 -0.0130
C -0.0371 0.0099 0.0176
O 0.0053 0.0372 0.0093
N -0.0089 0.1116 0.0041
C 0.0209 -0.0722 -0.0037
O -0.0173 0.0233 -0.0025
H 0.0022 0.0015 -0.0021
H -0.0031 -0.0055 -0.0026
H 0.0004 0.0031 0.0018
H 0.0010 -0.0017 -0.0009
H -0.0031 -0.0013 0.0005
H -0.0012 -0.0003 0.0001
H 0.0016 -0.0003 -0.0040
H 0.0004 0.0017 -0.0017
H -0.0001 -0.0028 -0.0018
H 0.0007 0.0010 0.0039
H -0.0044 -0.0137 -0.0044
N 0.0107 0.0808 0.1121
C 0.1076 -0.1003 -0.0420
N 0.0417 -0.1037 0.0562
S -0.0953 -0.0021 -0.0577
H -0.0498 0.0181 -0.0565
H -0.0183 0.0090 0.0068
H -0.0185 0.0193 0.0384
H 0.0055 0.0084 -0.0296

# 3
This record from the OMol25 dataset describes a structure of composition C23H26MoN4O2S2. The level of theory is the ωB97M-V functional and the def2-TZVPD basis.

Output
LUMO (spin up / spin down) ... -8.71 / -7.69 eV
ΔE to the lowest compared entry with this formula, charge and spin ... 0.0 kcal/mol
Orbital gap (spin up / spin down) ... 0.2111 / 0.2541 Ha
Molar mass ... 550.561 u
Net charge ... +2
Multiplicity ... 3

Cartesian coordinates (Å):
Mo: -0.079 -0.043 -0.160
C: -0.243 -1.175 2.802
N: 0.011 0.135 2.125
C: -1.087 1.093 2.427
C: -0.971 2.258 1.477
N: -1.218 1.773 0.069
C: -0.706 2.812 -0.873
C: -2.670 1.534 -0.103
C: -3.554 2.594 -0.223
C: -4.916 2.344 -0.345
C: -5.393 1.043 -0.319
C: -4.515 -0.019 -0.180
C: -3.147 0.222 -0.081
S: -2.055 -1.185 -0.086
C: 1.304 0.627 2.631
C: 1.461 1.092 3.929
C: 2.720 1.468 4.375
C: 3.825 1.360 3.543
C: 3.680 0.874 2.255
C: 2.415 0.512 1.807
S: 2.180 -0.089 0.166
H: -0.186 -1.043 3.882
H: 0.524 -1.885 2.492
H: -1.225 -1.545 2.523
H: -1.047 1.424 3.465
H: -2.036 0.573 2.288
H: 0.036 2.682 1.507
H: -1.689 3.048 1.701
H: -1.070 3.797 -0.581
H: -1.040 2.590 -1.884
H: 0.384 2.814 -0.824
H: -3.198 3.614 -0.235
H: -5.602 3.170 -0.459
H: -6.452 0.850 -0.411
H: -4.886 -1.035 -0.165
H: 0.627 1.153 4.613
H: 2.838 1.837 5.384
H: 4.803 1.647 3.901
H: 4.536 0.775 1.602
O: -5.504 1.207 -3.996
C: -4.652 1.136 -5.115
N: -3.391 0.641 -4.613
C: -2.203 1.019 -5.139
O: -2.061 1.772 -6.074
C: -0.984 0.515 -4.402
C: 0.202 0.308 -5.105
C: 1.333 -0.076 -4.406
C: 1.265 -0.198 -3.029
N: 0.133 0.026 -2.341
C: -0.974 0.366 -3.033
H: -6.417 1.235 -4.304
H: -4.462 2.115 -5.559
H: -5.060 0.464 -5.877
H: -3.441 -0.161 -4.005
H: 0.215 0.463 -6.176
H: 2.270 -0.263 -4.910
H: 2.140 -0.464 -2.453
H: -1.868 0.566 -2.455

Force components x, y, z for each atom (eV/Å):
Mo 0.0448 -0.1885 0.2191
C 0.0002 -0.0760 -0.0606
N 0.0317 0.0760 -0.1544
C -0.0445 0.0533 0.0603
C -0.0016 -0.0644 -0.0203
N -0.3890 0.1160 -0.0272
C 0.0271 0.0520 -0.0431
C -0.0257 -0.0461 0.0162
C 0.0035 -0.0890 -0.0024
C 0.0329 -0.0299 0.0126
C -0.0134 0.0505 0.0062
C 0.0120 0.0139 -0.0031
C -0.0683 -0.0514 -0.0536
S -0.0364 0.2468 -0.0444
C 0.1933 0.0240 0.0066
C 0.0065 -0.0241 -0.0609
C -0.0176 0.0047 0.0110
C 0.0137 -0.0011 0.0191
C -0.0582 -0.0285 -0.0378
C -0.0813 0.0351 0.1018
S 0.3533 -0.0944 -0.1257
H -0.0163 -0.0108 -0.0008
H -0.0302 0.0069 0.0188
H 0.0079 -0.0318 0.0399
H -0.0031 0.0299 -0.0447
H 0.0075 0.0178 0.0238
H -0.0147 -0.0282 0.0192
H 0.0305 -0.0193 0.0349
H 0.0287 -0.0021 -0.0128
H 0.0468 0.0846 0.0834
H -0.0356 0.0296 -0.0444
H -0.0034 0.0386 0.0047
H 0.0046 0.0267 -0.0024
H -0.0314 0.0000 0.0011
H 0.0268 -0.0330 0.0012
H -0.0375 0.0063 0.0133
H -0.0058 0.0046 0.0223
H 0.0204 0.0085 0.0012
H -0.0011 -0.0036 -0.0196
O -0.0521 -0.0108 0.1217
C 0.0098 0.0871 -0.2006
N -0.0622 -0.1018 0.0569
C 0.0231 0.1489 0.1779
O 0.0225 -0.0347 -0.0606
C 0.0532 -0.0699 0.0020
C -0.0422 0.0012 0.0875
C -0.0226 0.0022 0.1149
C 0.0989 -0.0352 -0.0799
N 0.0567 0.0573 0.0858
C -0.0601 0.0059 -0.1570
H 0.0064 -0.0002 0.0017
H -0.0138 -0.0687 -0.0208
H 0.0179 0.0342 0.0304
H 0.0032 -0.0186 -0.0247
H 0.0022 -0.0019 -0.0231
H 0.0222 -0.0030 0.0005
H 0.0036 -0.0222 -0.0395
H -0.0438 -0.0735 -0.0316

# 4
This record from the OMol25 dataset describes the molecule C23H26N2O3. The level of theory is the ωB97M-V functional and the def2-TZVPD basis.

Output
LUMO ... 0.59 eV
ΔE to the lowest compared entry with this formula, charge and spin ... 24.7 kcal/mol
Orbital gap ... 0.3153 Ha
Molar mass ... 378.472 u
SMILES ... CCOc1ccccc1NC(=O)c1cccc2c1C(=O)N(C1CCCCC1)C2
Multiplicity ... 1

Cartesian coordinates (Å):
C: 1.681 -4.971 0.456
C: 1.451 -3.606 1.100
O: 0.142 -3.120 0.892
C: -0.172 -2.487 -0.270
C: 0.664 -2.329 -1.364
C: 0.216 -1.673 -2.501
C: -1.078 -1.199 -2.570
C: -1.925 -1.346 -1.482
C: -1.476 -1.949 -0.319
N: -2.268 -2.079 0.823
C: -3.116 -1.181 1.390
O: -3.705 -1.436 2.421
C: -3.324 0.115 0.672
C: -4.614 0.507 0.327
C: -4.848 1.704 -0.331
C: -3.801 2.551 -0.666
C: -2.523 2.182 -0.300
C: -2.282 0.988 0.378
C: -0.830 0.890 0.664
O: -0.237 0.028 1.281
N: -0.266 1.992 0.100
C: 1.159 2.258 0.075
C: 1.903 1.130 -0.645
C: 3.399 1.422 -0.688
C: 3.948 1.598 0.724
C: 3.209 2.722 1.444
C: 1.713 2.431 1.492
C: -1.219 2.878 -0.525
H: 0.961 -5.687 0.844
H: 2.684 -5.320 0.685
H: 1.563 -4.919 -0.624
H: 2.192 -2.877 0.753
H: 1.539 -3.692 2.187
H: 1.676 -2.701 -1.344
H: 0.887 -1.551 -3.338
H: -1.438 -0.716 -3.466
H: -2.941 -0.988 -1.539
H: -1.980 -2.827 1.444
H: -5.438 -0.146 0.575
H: -5.860 1.978 -0.593
H: -3.984 3.476 -1.194
H: 1.297 3.193 -0.482
H: 1.504 1.014 -1.656
H: 1.720 0.200 -0.105
H: 3.918 0.604 -1.192
H: 3.577 2.334 -1.264
H: 5.017 1.819 0.685
H: 3.815 0.668 1.281
H: 3.594 2.831 2.459
H: 3.382 3.665 0.918
H: 1.184 3.244 1.995
H: 1.530 1.511 2.047
H: -1.194 3.871 -0.060
H: -1.004 2.997 -1.595

Force components x, y, z for each atom (eV/Å):
C -0.1968 0.3739 0.0794
C 0.4071 -0.3311 0.0701
O -0.3604 0.2053 -0.1383
C -0.2504 0.1203 -0.1375
C 0.1001 -0.1404 0.2154
C -0.0553 0.0532 -0.0946
C 0.0876 0.0879 -0.0943
C 0.0559 -0.2070 0.0497
C 0.2575 -0.0961 -0.3085
N 0.1753 -0.6179 0.1965
C -0.0926 -0.0738 0.0382
O -0.0870 0.0946 0.0464
C 0.0241 0.4583 0.1626
C 0.1680 -0.2408 0.1201
C 0.0263 0.1083 -0.0922
C 0.0037 -0.0227 0.0019
C 0.0975 -0.3868 0.2423
C -0.5855 0.2851 -0.1836
C 0.1517 0.0731 0.0332
O 0.0479 -0.1611 0.2284
N -0.0769 0.2137 -0.1410
C 0.1909 -0.3849 0.2624
C 0.1013 0.2709 -0.1804
C -0.0598 -0.2223 0.1508
C 0.0924 0.2841 -0.1723
C -0.0431 -0.2352 0.1326
C 0.0830 0.2754 -0.1268
C 0.0109 0.2441 -0.1216
H -0.0369 -0.0818 0.0300
H 0.1185 -0.0594 0.0098
H 0.0248 -0.0386 -0.0861
H -0.0970 0.0086 0.0652
H 0.0553 0.0723 -0.1577
H 0.0789 -0.0796 0.0583
H 0.0525 -0.0063 -0.0760
H -0.0328 0.0338 -0.0852
H -0.0634 -0.0132 -0.0154
H -0.1638 0.1733 0.0187
H -0.0747 -0.0557 0.0442
H -0.0870 0.0101 -0.0204
H -0.0408 0.0987 -0.0527
H -0.0233 -0.0599 0.0362
H -0.0543 -0.0387 0.0109
H -0.0426 -0.0360 -0.0290
H 0.0297 0.0404 -0.0803
H 0.0705 0.0364 -0.0707
H 0.0300 -0.0713 0.0487
H 0.0438 -0.0850 0.0535
H 0.0186 0.0943 -0.0037
H 0.0603 0.0814 0.0090
H -0.0573 -0.0206 0.0281
H -0.0481 0.0049 0.0267
H -0.0129 -0.0471 -0.0591
H -0.0214 0.0110 0.0582